No. 1
Here is a 2-piece molecular cluster, H4O2 overall at a distorted geometry from the OMol25 dataset. Energies are from the ωB97M-V functional and the def2-TZVPD basis.

Structure (ORCA input):
```
! RIJCOSX wB97M-V def2-TZVPD def2/J DEFGRID3
* xyz 0 1
O -1.1680 -0.6238 1.3188
H -0.6631 -1.1685 0.6360
H -0.7566 -0.9143 2.1895
O 1.1676 0.7646 -1.3727
H 0.3956 1.1651 -1.0215
H 1.0272 -0.2079 -1.3726
*
```

Calculated values
ΔE to the lowest compared entry with this formula, charge and spin, eV: 0.330
E, eV: -4159.609
Frontier orbital gap, eV: 12.119
LUMO, Ha: 0.01889

No. 2
Here is a 2-piece molecular cluster, C3H10BrNSi overall at a distorted geometry from the OMol25 dataset. Energies are from the ωB97M-V functional and the def2-TZVPD basis.

Structure (ORCA input):
```
! RIJCOSX wB97M-V def2-TZVPD def2/J DEFGRID3
* xyz 0 1
C 1.1929 0.8913 -0.9108
C 0.7571 -1.0842 1.3936
C -1.2990 -0.9853 -1.1700
N -0.9985 1.1363 1.0414
Si -0.1358 -0.0461 0.0654
Br -0.1530 2.4641 1.9189
H 0.7146 1.5708 -1.7155
H 1.8713 1.4526 -0.2818
H 1.9758 0.2798 -1.5213
H 0.1906 -1.7512 2.0209
H 1.3455 -1.9274 1.0634
H 1.2698 -0.4489 2.1940
H -2.0273 -1.6197 -0.5175
H -1.8165 -0.3826 -1.8320
H -0.7043 -1.5759 -1.7496
H -2.1833 2.0265 0.0008
*
```

Calculated values
ΔE to the lowest compared entry with this formula, charge and spin, eV: 3.732
E, eV: -82679.646
Frontier orbital gap (alpha / beta), eV: 8.159 / 7.802
LUMO (alpha / beta), Ha: -0.03179 / -0.03929

No. 3
Here is a 8-piece molecular cluster, C10H27Cl2IN8O14Si overall at a distorted geometry from the OMol25 dataset. Energies are from the ωB97M-V functional and the def2-TZVPD basis.

Structure (ORCA input):
```
! RIJCOSX wB97M-V def2-TZVPD def2/J DEFGRID3
* xyz 0 1
C 1.4644 1.8755 4.1008
C 0.7869 2.1144 2.8139
Cl 1.8470 2.0045 1.4476
C -0.4707 2.3491 2.6401
Cl -1.1197 2.5551 1.0534
Si -1.6757 2.4272 4.0748
N -2.4436 0.9112 4.4456
I -3.4073 4.1054 3.5536
H 1.4304 0.8279 4.3188
H 2.4904 2.1498 3.9856
H 1.0545 2.4582 4.8979
H -1.0384 2.8961 5.3135
H -1.7553 0.3434 4.9334
H -2.6922 0.4109 3.5957
C -6.7065 2.6038 2.7083
N -7.9686 2.2060 3.3901
O -8.3704 2.8967 4.2998
O -8.5148 1.1947 2.9837
H -6.3297 3.5086 3.1670
H -6.0029 1.7859 2.8250
H -6.9427 2.7651 1.6606
C 4.8819 1.4607 -0.4010
N 6.0083 0.9294 -1.2175
O 5.8196 -0.0872 -1.8607
O 7.0478 1.5523 -1.1932
H 4.0285 0.8049 -0.5251
H 5.2107 1.4837 0.6329
H 4.6636 2.4599 -0.7547
C 3.8803 6.0709 -1.6776
N 3.7081 5.6827 -0.2493
O 3.5299 6.5629 0.5602
O 3.7592 4.4923 0.0052
H 3.8116 7.1488 -1.7506
H 4.8560 5.7162 -1.9955
H 3.0904 5.5868 -2.2433
C 6.9976 -1.7179 -4.1541
N 7.4523 -2.5010 -5.3375
O 6.6359 -2.7534 -6.2039
O 8.6165 -2.8407 -5.3621
H 5.9466 -1.4910 -4.2729
H 7.1686 -2.3270 -3.2732
H 7.5914 -0.8113 -4.1125
C 7.4400 -4.5573 -8.6531
N 7.2128 -5.9741 -9.0560
O 6.0956 -6.2906 -9.4134
O 8.1676 -6.7215 -8.9958
H 6.5092 -4.0159 -8.7540
H 7.7783 -4.5572 -7.6245
H 8.2045 -4.1538 -9.3100
C -6.5746 -1.7194 3.0421
N -5.2754 -1.2784 2.4609
O -4.6882 -2.0365 1.7218
O -4.8838 -0.1660 2.7723
H -6.7977 -2.7139 2.6825
H -6.4670 -1.7088 4.1221
H -7.3303 -1.0046 2.7253
C -9.8892 -4.8929 1.6177
N -9.3980 -4.4591 2.9562
O -8.1985 -4.2927 3.0932
O -10.2292 -4.3007 3.8200
H -9.0392 -4.9925 0.9542
H -10.3976 -5.8422 1.7514
H -10.5790 -4.1333 1.2642
*
```

Calculated values
E, eV: -92398.888
Frontier orbital gap, eV: 9.525
LUMO, Ha: -0.00664